Density functional theory data (ωB97M-V/def2-TZVPD) for 11 unconnected molecules or ions with the total composition C84H178N6O6 at a distorted geometry.

Structure (XYZ):
```
274
C84H178N6O6 ωB97M-V/def2-TZVPD
C 15.76 23.35 14.30
C 16.71 22.91 15.43
C 17.36 24.09 16.14
C 18.59 23.66 16.94
C 19.82 23.30 16.04
C 21.14 23.05 16.71
H 15.29 22.49 13.85
H 16.36 23.89 13.54
H 14.96 23.97 14.71
H 16.15 22.28 16.11
H 17.48 22.27 14.98
H 16.68 24.53 16.86
H 17.58 24.90 15.42
H 18.86 24.41 17.66
H 18.39 22.79 17.59
H 19.73 22.43 15.35
H 19.88 24.23 15.41
H 21.91 23.05 15.99
H 21.39 23.88 17.41
H 20.99 22.20 17.35
C 23.63 21.39 13.77
C 22.25 21.60 13.22
C 21.75 20.44 12.40
C 20.24 20.56 12.13
C 19.37 20.16 13.35
C 17.88 20.14 12.93
H 23.65 20.50 14.44
H 24.08 22.18 14.36
H 24.33 21.26 12.95
H 21.57 21.76 14.01
H 22.12 22.52 12.62
H 22.06 19.52 12.93
H 22.30 20.42 11.45
H 19.97 21.61 11.92
H 20.04 19.90 11.29
H 19.71 19.15 13.79
H 19.45 20.86 14.17
H 17.27 19.91 13.82
H 17.63 21.17 12.62
H 17.70 19.49 12.08
C 18.58 15.72 14.06
C 19.93 15.97 13.39
C 19.74 16.66 12.01
C 21.10 17.10 11.40
C 22.07 15.94 11.06
C 21.45 14.87 10.13
H 17.80 16.42 13.66
H 18.78 15.92 15.14
H 18.18 14.69 13.91
H 20.65 16.62 13.96
H 20.44 15.04 13.17
H 19.15 17.57 12.14
H 19.31 15.99 11.28
H 20.68 17.73 10.57
H 21.56 17.88 12.02
H 22.94 16.42 10.63
H 22.38 15.42 11.95
H 20.39 14.62 10.40
H 21.42 15.22 9.11
H 21.89 13.89 10.17
C 20.73 15.89 18.77
C 22.00 16.30 19.63
C 22.69 15.10 20.27
C 23.56 14.26 19.32
C 23.55 12.76 19.61
C 24.56 11.98 18.81
H 20.94 15.04 18.04
H 20.29 16.76 18.30
H 19.93 15.55 19.45
H 22.76 16.69 18.97
H 21.69 16.99 20.40
H 21.92 14.46 20.68
H 23.35 15.41 21.10
H 23.34 14.38 18.22
H 24.53 14.71 19.36
H 23.73 12.55 20.65
H 22.54 12.36 19.35
H 25.58 12.31 18.99
H 24.51 10.92 19.07
H 24.37 12.14 17.78
C 19.78 19.55 17.24
C 18.36 19.95 17.70
C 17.71 18.82 18.44
C 17.31 17.56 17.63
C 16.40 16.56 18.40
C 16.58 15.11 17.89
H 19.82 18.69 16.61
H 20.39 19.23 18.09
H 20.17 20.40 16.72
H 18.49 20.71 18.43
H 17.73 20.29 16.83
H 16.81 19.24 18.92
H 18.42 18.54 19.20
H 16.69 17.83 16.73
H 18.29 17.08 17.35
H 16.70 16.66 19.43
H 15.33 16.98 18.33
H 17.63 14.80 17.96
H 15.95 14.39 18.47
H 16.32 14.99 16.84
C 27.83 15.44 15.96
C 26.68 16.40 15.82
C 26.86 17.05 14.42
C 25.57 17.62 13.87
C 24.58 16.47 13.69
C 24.15 15.88 15.01
N 25.44 15.48 15.79
O 25.35 14.69 16.67
C 23.20 16.75 15.86
C 23.51 14.54 14.76
C 26.55 17.40 17.02
H 27.66 14.70 16.75
H 28.69 16.03 16.29
H 28.03 14.97 14.95
H 27.66 17.79 14.41
H 27.22 16.26 13.74
H 25.66 18.21 12.98
H 25.10 18.33 14.58
H 25.06 15.65 13.12
H 23.67 16.73 13.11
H 23.29 16.46 16.94
H 23.37 17.89 15.62
H 22.19 16.53 15.56
H 23.34 13.96 15.64
H 22.52 14.68 14.37
H 24.16 13.99 14.04
H 25.63 18.04 16.91
H 27.46 18.08 17.06
H 26.54 16.83 17.95
C 14.14 11.07 19.79
C 13.51 12.35 19.32
C 12.03 12.15 19.42
C 11.25 13.46 19.54
C 11.52 14.04 20.88
C 13.05 14.41 21.03
N 14.01 13.50 20.25
O 15.30 13.58 20.49
C 13.45 15.78 20.41
C 13.53 14.45 22.54
C 14.07 12.68 17.93
H 15.22 11.13 19.87
H 13.88 10.32 19.02
H 13.71 10.72 20.69
H 11.58 11.54 18.61
H 11.88 11.64 20.37
H 10.19 13.11 19.40
H 11.55 14.00 18.65
H 11.31 13.20 21.55
H 10.96 14.93 21.09
H 12.93 16.70 20.79
H 14.48 15.87 20.71
H 13.46 15.75 19.33
H 13.16 13.54 23.01
H 14.61 14.36 22.54
H 13.23 15.26 23.16
H 13.94 13.73 17.88
H 13.69 12.17 17.02
H 15.15 12.51 18.07
C 18.93 15.75 21.99
C 17.93 16.11 23.08
C 17.73 14.93 23.89
C 17.11 15.12 25.27
C 18.01 16.08 26.04
C 18.07 17.42 25.38
N 18.52 17.10 23.99
O 18.94 18.16 23.31
C 16.64 18.10 25.41
C 19.09 18.31 25.96
C 16.59 16.42 22.34
H 19.04 16.45 21.18
H 18.74 14.76 21.61
H 19.95 15.67 22.50
H 17.13 14.18 23.37
H 18.71 14.51 24.19
H 17.02 14.14 25.74
H 16.13 15.59 25.16
H 18.97 15.56 26.06
H 17.65 16.18 27.06
H 16.66 19.01 24.86
H 15.75 17.53 25.05
H 16.53 18.42 26.45
H 19.24 19.30 25.58
H 18.78 18.45 27.01
H 20.00 17.69 26.10
H 16.43 17.50 22.01
H 15.74 16.04 22.90
H 16.70 15.81 21.41
C 17.32 24.04 21.87
C 18.89 23.98 22.10
C 19.37 23.75 23.56
C 19.00 22.30 24.19
C 19.93 21.36 23.27
C 19.33 21.28 21.81
N 19.25 22.72 21.28
O 19.10 22.83 19.91
C 20.31 20.56 20.92
C 17.93 20.73 21.74
C 19.58 25.13 21.48
H 16.74 24.79 22.43
H 16.86 23.05 22.18
H 17.22 24.18 20.76
H 20.44 23.98 23.58
H 18.95 24.51 24.19
H 17.96 22.12 24.17
H 19.34 22.21 25.21
H 20.05 20.36 23.69
H 20.82 21.99 23.32
H 20.60 19.67 21.37
H 19.89 20.30 19.93
H 21.25 21.12 20.81
H 17.59 20.84 20.66
H 17.78 19.69 21.89
H 17.29 21.33 22.34
H 19.43 26.11 21.99
H 19.23 25.20 20.42
H 20.69 24.91 21.54
C 17.96 11.24 14.16
C 19.22 11.10 15.07
C 19.90 12.48 15.18
C 20.66 12.57 16.47
C 19.68 12.51 17.60
C 19.17 11.11 17.73
N 18.61 10.67 16.40
O 18.02 9.56 16.43
C 20.29 10.15 18.22
C 17.99 11.14 18.71
C 20.15 9.97 14.70
H 17.32 10.36 14.10
H 18.13 11.42 13.09
H 17.30 12.06 14.60
H 20.45 12.55 14.26
H 19.13 13.31 15.10
H 21.20 13.49 16.59
H 21.27 11.67 16.46
H 18.86 13.11 17.22
H 19.98 12.93 18.56
H 20.83 10.65 19.02
H 19.84 9.23 18.57
H 20.96 9.85 17.42
H 18.32 10.92 19.74
H 17.54 12.12 18.79
H 17.24 10.38 18.45
H 20.67 9.98 13.76
H 19.52 9.11 14.59
H 20.83 9.82 15.52
C 13.91 16.18 15.30
C 12.63 16.87 14.98
C 11.77 17.24 16.23
C 12.26 18.37 17.07
C 12.27 19.59 16.12
C 13.18 19.40 14.84
N 12.92 18.14 14.13
O 13.61 17.89 13.13
C 12.65 20.51 13.80
C 14.68 19.63 15.09
C 11.69 15.95 14.11
H 13.93 16.01 16.38
H 14.88 16.67 15.05
H 14.06 15.23 14.84
H 10.74 17.54 15.96
H 11.75 16.33 16.83
H 13.32 18.19 17.21
H 11.80 18.50 18.08
H 12.65 20.54 16.53
H 11.24 19.77 15.88
H 13.06 20.27 12.81
H 11.58 20.40 13.81
H 12.92 21.52 14.11
H 15.02 19.02 15.86
H 15.19 19.39 14.15
H 14.74 20.68 15.36
H 11.24 15.07 14.63
H 12.21 15.66 13.23
H 10.80 16.56 13.79
```

The calculation puts the energy relative to the best compared isomer or geometry (same formula, charge and spin) at 90.0 kJ/mol. As for the HOMO-LUMO gap (alpha / beta): 0.2838 / 0.3357 hartree. The value obtained for the lowest unoccupied orbital energy (alpha / beta) is 0.491 / 0.203 eV. The energy is -4086.78424 hartree. As for the multiplicity: 7. Its HOMO energy (alpha / beta) is -7.231 / -8.932 eV.